This record from OMol25 describes a gas-phase ion, CH3N2O2S (charge -1) at a distorted geometry. The level of theory is ωB97M-V with the def2-TZVPD basis set.

Positions of all 9 atoms, in Å:
1 C 0.5714 -0.5080 0.4733
2 N -1.3347 1.0556 0.9841
3 N -0.0714 0.9416 1.1558
4 O 0.7691 0.6471 -1.8838
5 O 0.2121 -1.7770 -1.6457
6 S -0.1596 -0.3696 -1.3222
7 H 0.0335 -1.3680 0.7103
8 H 1.6194 -0.6522 0.3116
9 H -1.6398 2.0304 1.2166

As for the net charge: -1. For the total energy, the calculation gives -18994.11048 eV. Its LUMO energy is 4.2 eV. Its energy above the lowest of the compared OMol25 structures with the same formula, charge and spin is 3.1867 eV. The calculation puts the max |F| at 0.1033 hartree/bohr. The HOMO-LUMO gap comes out at 7.347 eV.

=====

This record from OMol25 describes C4H6O2 in the gas phase at a distorted geometry. The level of theory is ωB97M-V with the def2-TZVPD basis set.

Positions of all 12 atoms, in Å:
1 C -1.2774 -0.2064 0.2670
2 C 0.3398 1.3562 0.2287
3 C 1.3803 0.2044 0.0134
4 C 0.9901 -1.0542 -0.0363
5 H -2.2374 -0.4419 -0.2097
6 H -1.3927 -0.0284 1.2482
7 H 0.0805 1.7008 1.2861
8 H 0.6863 2.0272 -0.4459
9 H 2.4362 0.7107 -0.0204
10 H 1.7119 -1.7155 -0.2344
11 O -0.8219 0.8573 -0.5396
12 O -0.4132 -1.3639 -0.0180

The structure (SMILES) is C1=COCOC1. For the total energy, the calculation gives -8337.20395 eV. Its LUMO energy is 1.0 eV. Its energy above the lowest of the compared OMol25 structures with the same formula, charge and spin is 3.2572 eV. The calculation puts the max |F| at 0.1336 hartree/bohr. The HOMO-LUMO gap comes out at 10.129 eV.

=====

This record from OMol25 describes 2 unconnected molecules or ions with the total composition CH4FINP at a distorted geometry. The level of theory is ωB97M-V with the def2-TZVPD basis set.

Positions of all 9 atoms, in Å:
1 C 0.2806 -0.9837 0.1046
2 N -0.1630 0.3616 0.0101
3 F -2.6302 1.1746 1.0652
4 P 0.4698 1.6120 -0.6262
5 I 2.6295 1.0036 -1.6506
6 H -0.4539 -1.5752 0.6515
7 H 0.4227 -1.4195 -0.8888
8 H 1.2439 -1.0406 0.6202
9 H -1.7993 0.8672 0.7140

The structure (SMILES) is C/N=P\I.F. For the total energy, the calculation gives -22699.21416 eV. Its LUMO energy is -1.1 eV. Its energy above the lowest of the compared OMol25 structures with the same formula, charge and spin is 0.8396 eV. The calculation puts the max |F| at 0.0205 hartree/bohr. The HOMO-LUMO gap comes out at 9.080 eV.

=====

This record from OMol25 describes 12 unconnected molecules or ions with the total composition C27H78O19 at a distorted geometry. The level of theory is ωB97M-V with the def2-TZVPD basis set.

Positions of all 124 atoms, in Å:
1 C -0.3503 1.6998 5.5718
2 C 0.4055 2.8369 4.8325
3 O 1.0642 2.2668 3.7741
4 O -1.4482 1.3209 4.7384
5 H -0.7280 2.0826 6.5198
6 H 0.2369 0.8177 5.8274
7 H 1.0678 3.3498 5.5300
8 H -0.3309 3.5565 4.4747
9 H 0.5194 1.5739 3.3939
10 H -2.0947 0.7349 5.1385
11 C -3.1991 2.8696 2.2888
12 C -3.2022 1.4838 1.6319
13 O -4.4827 0.8204 1.5649
14 O -3.5274 3.8839 1.3986
15 H -2.2190 3.0247 2.7399
16 H -3.9864 2.8553 3.0424
17 H -2.5137 0.8514 2.1923
18 H -2.7994 1.5557 0.6216
19 H -5.0708 1.2109 0.9143
20 H -4.2205 3.5004 0.8563
21 C 0.0547 -1.2402 0.3986
22 C 0.1859 0.0897 -0.2624
23 O 1.2611 0.1856 -1.1921
24 O -0.9604 -1.2096 1.4250
25 H 0.9754 -1.5762 0.8756
26 H -0.2676 -1.9755 -0.3386
27 H 0.3004 0.8711 0.4889
28 H -0.7568 0.4350 -0.6869
29 H 2.0704 0.2948 -0.6875
30 H -1.2259 -2.1018 1.6598
31 C 4.6599 -0.1981 0.2111
32 C 5.3612 -1.2186 1.1130
33 O 5.5986 -0.5555 2.3124
34 O 3.4059 0.3349 0.6671
35 H 4.4627 -0.7724 -0.6941
36 H 5.3511 0.6168 -0.0038
37 H 6.2844 -1.5855 0.6645
38 H 4.6258 -2.0147 1.2295
39 H 6.4438 -0.1065 2.2383
40 H 3.5831 0.9855 1.3504
41 C -3.3875 -4.6153 0.1772
42 C -1.8127 -4.5216 0.2616
43 O -1.4242 -3.9947 1.5475
44 O -3.8744 -3.4062 -0.3595
45 H -3.8437 -4.7627 1.1561
46 H -3.6403 -5.4222 -0.5106
47 H -1.3522 -4.0770 -0.6206
48 H -1.5024 -5.5660 0.2908
49 H -1.3682 -4.7398 2.1503
50 H -3.8026 -2.8264 0.4023
51 C 1.1837 -2.1728 -4.7053
52 C 0.0548 -1.5416 -3.9547
53 O 0.2733 -0.2080 -3.6635
54 O 2.3618 -2.1046 -3.9277
55 H 1.2671 -1.7765 -5.7173
56 H 1.0104 -3.2344 -4.8820
57 H -0.1385 -2.2134 -3.1184
58 H -0.8976 -1.4520 -4.4772
59 H 0.7510 -0.2632 -2.8326
60 H 2.5727 -1.1694 -3.9768
61 C -3.4766 -2.1656 4.4914
62 C -4.5993 -2.1852 3.4382
63 O -4.1439 -1.8955 2.0939
64 O -3.3796 -0.8561 5.0602
65 H -2.6005 -2.6158 4.0246
66 H -3.8221 -2.8882 5.2307
67 H -5.3704 -1.4718 3.7291
68 H -5.0863 -3.1556 3.3427
69 H -4.0106 -0.9528 1.9704
70 H -3.8410 -0.8389 5.9019
71 C 0.4666 2.8475 -3.3548
72 O -0.3557 2.3627 -4.3754
73 H 0.2468 3.8790 -3.0796
74 H 0.3518 2.2996 -2.4195
75 H 1.5089 2.7814 -3.6671
76 H -0.2728 1.4082 -4.3134
77 C -5.1690 -1.9633 -3.5290
78 C -3.6330 -1.8101 -3.3068
79 C -3.2530 -0.7602 -2.2660
80 O -3.0985 -3.0675 -2.8996
81 H -5.4868 -1.0544 -4.0400
82 H -5.7175 -2.1029 -2.5975
83 H -5.3519 -2.8333 -4.1597
84 H -3.0726 -1.5981 -4.2174
85 H -3.3627 -0.9853 -1.2052
86 H -3.7929 0.1801 -2.3780
87 H -2.2020 -0.4781 -2.3282
88 H -3.4562 -3.1991 -2.0185
89 C 5.1700 4.7059 -1.9564
90 C 4.7625 3.2066 -2.1582
91 C 3.4177 2.9199 -1.5338
92 O 4.7281 3.0865 -3.5898
93 H 5.5480 4.8256 -0.9410
94 H 4.3574 5.4128 -2.1237
95 H 5.9316 4.9905 -2.6824
96 H 5.5099 2.5015 -1.7943
97 H 2.6403 3.6461 -1.7713
98 H 3.4758 2.8909 -0.4457
99 H 3.0863 1.9201 -1.8142
100 H 5.6374 3.1601 -3.8888
101 C 0.1882 4.1577 0.4122
102 C -0.2743 5.0960 1.4729
103 C 0.8398 6.1155 1.8100
104 O -1.4605 5.7935 1.0185
105 H 0.3679 4.6914 -0.5210
106 H -0.5600 3.3767 0.2765
107 H 1.1315 3.7768 0.8035
108 H -0.4515 4.5648 2.4081
109 H 0.3971 6.8686 2.4620
110 H 1.2804 6.6866 0.9928
111 H 1.6942 5.6899 2.3363
112 H -2.2054 5.1912 1.0819
113 C 1.5386 -4.4700 -1.2216
114 C 3.0142 -4.0850 -1.3044
115 C 3.9072 -4.9343 -0.3783
116 O 3.3896 -4.2906 -2.6287
117 H 0.9034 -3.9197 -1.9157
118 H 1.2427 -4.3028 -0.1859
119 H 1.2929 -5.4958 -1.4964
120 H 3.1433 -3.0106 -1.1732
121 H 3.8616 -5.9695 -0.7164
122 H 3.5352 -4.8192 0.6398
123 H 4.9749 -4.7539 -0.5031
124 H 3.0002 -3.5912 -3.1585

The structure (SMILES) is CC(C)O.CC(C)O.CC(C)O.CC(C)O.OCCO.OCCO.OCCO.OCCO.OCCO.OCCO.OCCO.CO. For the total energy, the calculation gives -68161.60618 eV. Its LUMO energy is 0.2 eV. Its energy above the lowest of the compared OMol25 structures with the same formula, charge and spin is 0.0000 eV. The calculation puts the max |F| at 0.0610 hartree/bohr. The HOMO-LUMO gap comes out at 9.347 eV.

=====

This record from OMol25 describes C2H3NO2 in the gas phase at a distorted geometry. The level of theory is ωB97M-V with the def2-TZVPD basis set.

Positions of all 8 atoms, in Å:
1 C -0.0420 -0.6393 0.0396
2 C -1.2026 0.4428 -0.2512
3 H 1.9938 -0.4935 0.4591
4 H 1.4279 0.9430 -0.0579
5 H -0.9613 1.6210 0.0599
6 N 1.2284 -0.0863 -0.0034
7 O -0.1980 -1.7620 0.5346
8 O -2.2462 -0.0257 -0.7807

The structure (SMILES) is NC(=O)C=O. For the total energy, the calculation gives -7706.38972 eV. Its LUMO energy is -0.4 eV. Its energy above the lowest of the compared OMol25 structures with the same formula, charge and spin is 1.4532 eV. The calculation puts the max |F| at 0.1052 hartree/bohr. The HOMO-LUMO gap comes out at 9.723 eV.